Record 1
A structure of composition C37H33ClN4P2SeSn at a distorted geometry. Source: OMol25; level of theory: ωB97M-V/def2-TZVPD.

Computed properties:
- largest force on an atom (eV Å⁻¹) = 1.20
- energy (eV) = -147105.921
- E_HOMO (eV) = -18.6
- charge = +4
- Kohn-Sham gap (eV) = 5.56
- relative energy (zero: lowest compared OMol25 entry of this formula, charge and spin) (eV) = 0.0000

Geometry (Å):
Sn (0.07, -0.31, 0.01)
N (0.17, 2.73, 0.66)
P (-1.29, 1.88, 0.61)
C (-2.44, 2.71, 1.66)
C (-2.17, 3.93, 2.29)
C (-3.17, 4.54, 3.02)
C (-4.41, 3.91, 3.18)
C (-4.66, 2.68, 2.58)
C (-3.68, 2.07, 1.83)
C (-1.85, 1.96, -1.10)
C (-2.32, 0.81, -1.73)
C (-2.85, 0.89, -3.01)
C (-2.91, 2.12, -3.65)
C (-2.42, 3.27, -3.01)
C (-1.90, 3.20, -1.73)
P (1.49, 2.07, -0.16)
C (1.41, 2.63, -1.85)
C (1.15, 1.75, -2.90)
C (1.17, 2.21, -4.20)
C (1.44, 3.55, -4.46)
C (1.67, 4.44, -3.41)
C (1.67, 3.99, -2.10)
C (2.97, 2.68, 0.58)
C (4.12, 2.67, -0.23)
C (5.32, 3.13, 0.29)
C (5.37, 3.57, 1.61)
C (4.24, 3.55, 2.42)
C (3.04, 3.08, 1.92)
H (0.36, 3.28, 1.50)
H (-1.22, 4.45, 2.17)
H (-2.99, 5.51, 3.46)
H (-5.17, 4.38, 3.79)
H (-5.62, 2.20, 2.72)
H (-3.86, 1.10, 1.38)
H (-2.38, -0.14, -1.19)
H (-3.24, 0.01, -3.50)
H (-3.34, 2.20, -4.63)
H (-2.48, 4.23, -3.51)
H (-1.56, 4.10, -1.23)
H (0.95, 0.70, -2.70)
H (0.98, 1.53, -5.02)
H (1.50, 3.91, -5.48)
H (1.86, 5.49, -3.60)
H (1.88, 4.67, -1.28)
H (4.07, 2.31, -1.25)
H (6.20, 3.13, -0.32)
H (6.31, 3.91, 2.02)
H (4.30, 3.90, 3.44)
H (2.18, 3.04, 2.58)
C (-2.64, -4.20, -0.90)
N (-1.25, -4.65, -0.79)
C (-0.15, -3.95, -1.11)
Se (-0.08, -2.20, -1.80)
N (0.92, -4.75, -0.97)
C (0.52, -6.01, -0.57)
C (1.22, -7.19, -0.36)
C (0.47, -8.28, 0.01)
C (-0.93, -8.20, 0.20)
C (-1.62, -7.03, -0.02)
C (-0.87, -5.93, -0.43)
H (-2.71, -3.38, -1.61)
H (-3.02, -3.88, 0.07)
H (-3.25, -5.02, -1.25)
H (1.87, -4.50, -1.23)
H (2.29, -7.26, -0.50)
H (0.96, -9.24, 0.16)
H (-1.46, -9.09, 0.52)
H (-2.70, -6.99, 0.12)
Cl (-0.30, -4.94, 3.37)
C (0.58, -3.52, 3.05)
C (1.69, -3.15, 3.80)
C (2.39, -2.00, 3.47)
C (1.97, -1.24, 2.39)
N (0.87, -1.58, 1.69)
C (0.19, -2.69, 2.01)
H (2.00, -3.76, 4.65)
H (3.25, -1.69, 4.04)
H (2.51, -0.36, 2.07)
H (-0.70, -2.92, 1.44)

---

Record 2
A structure of composition C37H33F6GeN6O5RuS3. Source: OMol25; level of theory: ωB97M-V/def2-TZVPD.

Computed properties:
- 2S+1 = 6
- largest force on an atom (eV Å⁻¹) = 0.54
- expectation value of S² = 8.796
- energy (eV) = -165986.776
- E_HOMO (alpha / beta) (eV) = -1.0 / -2.4
- charge = -2
- Kohn-Sham gap (alpha / beta) (eV) = 5.30 / 6.47
- relative energy (zero: lowest compared OMol25 entry of this formula, charge and spin) (eV) = 1.8139

Geometry (Å):
Ru (-0.75, -0.65, 0.23)
F (3.70, -1.92, 3.55)
C (3.30, -1.67, 2.30)
F (2.68, -0.50, 2.27)
F (4.39, -1.60, 1.53)
S (2.19, -3.01, 1.66)
O (1.39, -2.36, 0.66)
O (3.09, -4.05, 1.23)
N (1.40, -3.48, 2.93)
S (-0.12, -3.23, 3.26)
O (-0.87, -2.48, 2.29)
O (-0.71, -4.44, 3.77)
C (0.01, -2.12, 4.73)
F (0.87, -1.14, 4.54)
F (0.40, -2.81, 5.81)
F (-1.19, -1.60, 4.98)
S (-0.26, 0.86, 2.16)
C (-1.75, 1.77, 2.10)
N (-1.96, 2.92, 2.65)
N (-0.89, 3.46, 3.33)
C (-0.91, 4.78, 3.64)
C (-2.06, 5.57, 3.49)
C (-2.03, 6.91, 3.86)
C (-0.89, 7.50, 4.39)
C (0.25, 6.71, 4.52)
C (0.25, 5.38, 4.16)
N (-2.91, 1.34, 1.37)
N (-2.99, -0.15, 1.20)
C (-3.98, 0.04, 0.05)
C (-4.07, -1.12, -0.83)
C (-5.25, -1.49, -1.40)
C (-6.44, -0.77, -1.14)
C (-6.39, 0.35, -0.29)
C (-5.23, 0.75, 0.30)
H (0.01, 2.99, 3.20)
H (-2.94, 5.12, 3.07)
H (-2.93, 7.50, 3.74)
H (-0.88, 8.54, 4.67)
H (1.17, 7.14, 4.92)
H (1.14, 4.78, 4.27)
H (-3.16, -1.67, -1.04)
H (-5.28, -2.35, -2.06)
H (-7.37, -1.08, -1.60)
H (-7.30, 0.90, -0.09)
H (-5.19, 1.60, 0.96)
C (-0.09, -5.86, 0.49)
N (-0.29, -4.82, -0.49)
C (0.66, -4.72, -1.57)
C (-1.15, -3.82, -0.24)
O (-1.29, -2.83, -0.96)
H (0.85, -5.70, 1.04)
H (-0.04, -6.83, -0.01)
H (-0.91, -5.87, 1.20)
H (0.64, -5.64, -2.17)
H (1.67, -4.58, -1.17)
H (0.41, -3.87, -2.20)
H (-1.78, -3.97, 0.65)
C (-2.60, 0.74, 0.06)
Ge (0.92, 0.00, -1.64)
C (1.80, -1.49, -2.63)
C (2.87, -2.20, -2.09)
C (3.40, -3.32, -2.72)
C (2.85, -3.77, -3.91)
C (1.78, -3.09, -4.46)
C (1.26, -1.97, -3.82)
C (0.24, 1.13, -3.15)
C (-1.02, 1.72, -3.10)
C (-1.46, 2.56, -4.12)
C (-0.65, 2.82, -5.21)
C (0.61, 2.24, -5.28)
C (1.04, 1.41, -4.26)
C (2.46, 1.15, -1.10)
C (2.19, 2.25, -0.27)
C (3.18, 3.14, 0.09)
C (4.48, 2.97, -0.37)
C (4.77, 1.89, -1.19)
C (3.76, 1.00, -1.55)
H (3.30, -1.89, -1.14)
H (4.23, -3.85, -2.26)
H (3.25, -4.65, -4.40)
H (1.33, -3.43, -5.39)
H (0.42, -1.45, -4.27)
H (-1.67, 1.52, -2.25)
H (-2.45, 3.00, -4.05)
H (-0.99, 3.47, -6.01)
H (1.26, 2.44, -6.13)
H (2.03, 0.97, -4.33)
H (1.19, 2.39, 0.12)
H (2.94, 3.98, 0.73)
H (5.26, 3.66, -0.08)
H (5.78, 1.74, -1.55)
H (4.02, 0.17, -2.20)

---

Record 3
A structure of composition C37H33IIrN4PS at a distorted geometry. Source: OMol25; level of theory: ωB97M-V/def2-TZVPD.

Computed properties:
- largest force on an atom (eV Å⁻¹) = 2.30
- energy (eV) = -75930.586
- E_HOMO (eV) = -6.2
- Kohn-Sham gap (eV) = 6.27
- relative energy (zero: lowest compared OMol25 entry of this formula, charge and spin) (eV) = 1.2906

Geometry (Å):
Ir (-0.30, 0.08, -0.54)
N (-0.78, -0.15, 2.54)
P (0.74, -0.16, 1.73)
C (1.73, 0.70, 3.01)
C (2.76, 1.56, 2.64)
C (3.53, 2.20, 3.61)
C (3.27, 1.98, 4.95)
C (2.26, 1.11, 5.33)
C (1.50, 0.47, 4.37)
C (1.36, -1.85, 2.00)
C (2.55, -2.20, 1.37)
C (3.11, -3.45, 1.59)
C (2.48, -4.36, 2.43)
C (1.29, -4.01, 3.05)
C (0.73, -2.76, 2.83)
C (-2.01, 0.06, 1.97)
C (-3.20, -0.18, 2.67)
C (-4.39, 0.14, 2.07)
C (-4.39, 0.74, 0.81)
C (-3.18, 0.93, 0.19)
N (-2.01, 0.56, 0.73)
H (-0.82, -0.42, 3.51)
H (2.96, 1.74, 1.60)
H (4.32, 2.86, 3.30)
H (3.86, 2.49, 5.71)
H (2.06, 0.93, 6.38)
H (0.75, -0.24, 4.70)
H (3.04, -1.51, 0.70)
H (4.02, -3.73, 1.08)
H (2.91, -5.34, 2.59)
H (0.79, -4.72, 3.69)
H (-0.22, -2.52, 3.30)
H (-3.16, -0.61, 3.66)
H (-5.32, -0.04, 2.59)
H (-5.30, 1.05, 0.33)
H (-3.09, 1.43, -0.77)
S (-0.31, -1.60, -4.79)
C (-1.99, -1.50, -4.38)
C (-3.09, -1.83, -5.16)
C (-4.35, -1.66, -4.62)
C (-4.51, -1.16, -3.33)
C (-3.41, -0.82, -2.56)
C (-2.14, -0.98, -3.09)
N (-0.93, -0.67, -2.48)
C (0.10, -0.96, -3.24)
C (1.43, -0.70, -2.78)
C (2.57, -0.96, -3.54)
C (3.81, -0.61, -3.04)
C (3.88, -0.02, -1.77)
C (2.74, 0.19, -1.02)
C (1.47, -0.15, -1.50)
H (-2.96, -2.22, -6.16)
H (-5.22, -1.90, -5.21)
H (-5.50, -1.05, -2.92)
H (-3.53, -0.45, -1.56)
H (2.48, -1.42, -4.52)
H (4.70, -0.79, -3.62)
H (4.85, 0.27, -1.37)
H (2.84, 0.67, -0.06)
I (0.26, -3.58, -0.98)
C (-0.81, -1.92, -0.12)
H (-0.84, -2.18, 0.94)
H (-1.82, -2.07, -0.51)
C (0.04, 3.06, 1.35)
C (-0.11, 3.24, -0.12)
C (-0.11, 4.46, -0.76)
C (-0.27, 4.19, -2.14)
C (-0.36, 2.82, -2.27)
C (-0.56, 2.12, -3.58)
N (-0.26, 2.22, -1.03)
H (0.00, 4.03, 1.85)
H (0.99, 2.60, 1.60)
H (-0.75, 2.43, 1.78)
H (-0.02, 5.42, -0.28)
H (-0.33, 4.90, -2.95)
H (-0.72, 2.87, -4.36)
H (-1.43, 1.46, -3.56)
H (0.31, 1.52, -3.86)

---

Record 4
A structure of composition C37H33N7O5S4SeV. Source: OMol25; level of theory: ωB97M-V/def2-TZVPD.

Computed properties:
- 2S+1 = 4
- largest force on an atom (eV Å⁻¹) = 0.50
- expectation value of S² = 3.789
- energy (eV) = -193951.163
- E_HOMO (alpha / beta) (eV) = -0.3 / -1.7
- charge = -2
- Kohn-Sham gap (alpha / beta) (eV) = 4.34 / 5.66
- relative energy (zero: lowest compared OMol25 entry of this formula, charge and spin) (eV) = 1.0840

Geometry (Å):
V (0.43, -0.28, 0.73)
C (-2.36, 3.19, 1.94)
O (-2.42, 2.46, 3.16)
C (-1.23, 2.16, 3.78)
C (-1.12, 2.44, 5.12)
C (0.03, 2.10, 5.85)
C (1.07, 1.49, 5.20)
C (0.99, 1.19, 3.83)
C (2.12, 0.53, 3.20)
N (2.04, 0.12, 1.99)
N (3.16, -0.55, 1.41)
C (3.14, -0.06, 0.03)
O (2.00, 0.26, -0.49)
C (4.36, -0.08, -0.69)
C (4.35, 0.14, -2.09)
C (5.52, 0.13, -2.82)
C (6.76, -0.07, -2.20)
C (6.79, -0.25, -0.82)
C (5.63, -0.25, -0.07)
C (-0.18, 1.50, 3.08)
O (-0.31, 1.23, 1.83)
H (-3.38, 3.21, 1.56)
H (-1.71, 2.70, 1.21)
H (-2.02, 4.21, 2.13)
H (-1.97, 2.91, 5.60)
H (0.08, 2.32, 6.91)
H (1.98, 1.22, 5.73)
H (3.05, 0.41, 3.74)
H (3.39, 0.30, -2.57)
H (5.47, 0.28, -3.89)
H (7.67, -0.07, -2.78)
H (7.74, -0.38, -0.31)
H (5.67, -0.37, 1.00)
O (1.12, -5.16, -1.45)
C (0.14, -4.66, -2.21)
C (-0.37, -5.44, -3.24)
C (-1.39, -4.96, -4.05)
C (-1.93, -3.70, -3.84)
C (-1.43, -2.92, -2.80)
C (-0.39, -3.37, -1.99)
C (0.12, -2.49, -0.91)
O (-0.37, -1.29, -0.80)
N (1.05, -2.96, -0.13)
N (1.40, -2.01, 0.81)
C (2.66, -2.03, 1.39)
S (3.84, -3.13, 0.56)
C (4.97, -3.12, 1.96)
C (4.18, -3.55, 3.19)
S (2.64, -2.60, 3.21)
H (1.33, -4.47, -0.75)
H (0.05, -6.42, -3.39)
H (-1.78, -5.59, -4.85)
H (-2.74, -3.33, -4.46)
H (-1.83, -1.94, -2.59)
H (5.38, -2.12, 2.10)
H (5.80, -3.80, 1.74)
H (4.75, -3.36, 4.10)
H (3.95, -4.61, 3.12)
S (-1.45, -1.55, 2.18)
C (-2.82, -0.79, 1.53)
N (-2.89, 0.12, 0.59)
C (-4.18, 0.51, 0.36)
C (-4.55, 1.47, -0.59)
C (-5.89, 1.81, -0.74)
C (-6.87, 1.20, 0.04)
C (-6.52, 0.24, 0.99)
C (-5.18, -0.10, 1.14)
S (-4.42, -1.23, 2.21)
H (-3.78, 1.92, -1.19)
H (-6.17, 2.55, -1.48)
H (-7.91, 1.47, -0.08)
H (-7.28, -0.23, 1.60)
C (-0.71, 0.87, -3.41)
N (-1.46, 2.09, -3.15)
C (-2.75, 2.34, -3.58)
C (-3.14, 3.49, -3.00)
N (-2.09, 3.93, -2.21)
C (-2.12, 5.09, -1.35)
C (-1.04, 3.07, -2.31)
Se (0.60, 3.14, -1.51)
H (-0.98, 0.48, -4.39)
H (-0.91, 0.13, -2.63)
H (0.35, 1.11, -3.38)
H (-3.28, 1.67, -4.23)
H (-4.08, 4.02, -3.05)
H (-2.28, 5.99, -1.93)
H (-1.16, 5.14, -0.84)
H (-2.92, 4.98, -0.61)

---

Record 5
A structure of composition C37H34AlF4O5. Source: OMol25; level of theory: ωB97M-V/def2-TZVPD.

Computed properties:
- largest force on an atom (eV Å⁻¹) = 0.58
- energy (eV) = -66629.484
- E_HOMO (eV) = -5.7
- charge = -1
- Kohn-Sham gap (eV) = 6.53

Geometry (Å):
C (-4.59, -2.35, -0.89)
C (-3.54, -3.41, -1.27)
C (-3.11, -4.15, 0.00)
C (-2.32, -2.88, -2.06)
C (-1.71, -1.52, -1.65)
C (-2.41, -0.35, -2.35)
C (-0.20, -1.46, -2.00)
O (0.71, -1.58, -0.94)
Al (0.89, -0.29, 0.28)
C (1.06, -1.22, 2.14)
F (2.32, -1.83, 2.34)
F (0.98, -0.29, 3.19)
C (0.11, -2.32, 2.60)
F (-1.17, -1.82, 2.64)
F (0.11, -3.35, 1.72)
H (-4.25, -1.74, -0.05)
H (-4.84, -1.70, -1.73)
H (-5.52, -2.85, -0.58)
H (-4.06, -4.14, -1.91)
H (-2.35, -4.91, -0.22)
H (-3.96, -4.66, 0.46)
H (-2.70, -3.46, 0.73)
H (-2.58, -2.84, -3.13)
H (-1.53, -3.63, -1.95)
H (-1.80, -1.40, -0.56)
H (-1.96, 0.60, -2.01)
H (-3.48, -0.29, -2.13)
H (-2.27, -0.42, -3.43)
H (-0.02, -0.52, -2.55)
H (0.02, -2.28, -2.70)
H (-0.42, 0.65, 0.32)
H (2.24, 0.55, 0.10)
H (0.36, -2.71, 3.59)
C (-1.27, 6.39, 9.30)
C (0.03, 6.22, 8.82)
C (0.31, 5.23, 7.90)
C (-0.71, 4.39, 7.45)
C (-2.01, 4.55, 7.93)
C (-2.28, 5.56, 8.85)
C (-3.11, 3.66, 7.48)
O (-4.24, 3.81, 7.90)
C (-2.78, 2.58, 6.52)
C (-3.78, 1.71, 6.11)
C (-3.50, 0.70, 5.21)
C (-2.21, 0.55, 4.70)
C (-1.21, 1.42, 5.10)
C (-1.48, 2.43, 6.01)
C (-0.38, 3.33, 6.44)
O (0.74, 3.23, 6.01)
H (-1.48, 7.17, 10.01)
H (0.82, 6.87, 9.17)
H (1.31, 5.08, 7.51)
H (-3.30, 5.67, 9.21)
H (-4.78, 1.84, 6.51)
H (-4.28, 0.02, 4.90)
H (-2.00, -0.24, 3.99)
H (-0.20, 1.31, 4.70)
C (3.12, -2.34, -3.10)
C (4.25, -3.05, -3.47)
C (4.90, -2.77, -4.66)
C (4.41, -1.78, -5.51)
C (3.26, -1.07, -5.14)
C (2.62, -1.36, -3.94)
C (2.69, -0.02, -6.03)
O (1.70, 0.60, -5.74)
C (3.39, 0.23, -7.33)
C (2.87, 1.18, -8.20)
C (3.50, 1.45, -9.40)
C (4.66, 0.76, -9.75)
C (5.18, -0.19, -8.89)
C (4.55, -0.46, -7.68)
C (5.13, -1.50, -6.77)
O (6.15, -2.08, -7.08)
H (2.61, -2.52, -2.16)
H (4.64, -3.82, -2.81)
H (5.79, -3.32, -4.96)
H (1.75, -0.79, -3.65)
H (1.97, 1.71, -7.92)
H (3.09, 2.19, -10.08)
H (5.16, 0.97, -10.69)
H (6.09, -0.73, -9.13)

---

Record 6
A structure of composition C37H34BrCsNO4 at a distorted geometry. Source: OMol25; level of theory: ωB97M-V/def2-TZVPD.

Computed properties:
- largest force on an atom (eV Å⁻¹) = 3.07
- energy (eV) = -119192.462
- E_HOMO (eV) = -4.3
- charge = -1
- Kohn-Sham gap (eV) = 6.26
- relative energy (zero: lowest compared OMol25 entry of this formula, charge and spin) (eV) = 0.2964

Geometry (Å):
Cs (-0.64, 2.52, 1.54)
C (0.43, -3.27, -1.65)
C (-0.76, -2.31, -1.81)
C (-1.71, -2.86, -2.88)
O (-1.47, -2.16, -0.61)
C (-1.30, -0.84, -0.07)
C (-0.46, -0.09, -1.10)
O (-0.27, -1.04, -2.16)
C (-1.01, 1.26, -1.71)
O (-1.02, 2.26, -0.82)
C (-0.06, 1.71, -2.86)
C (1.20, 1.19, -3.13)
C (2.02, 1.76, -4.09)
C (1.60, 2.86, -4.82)
C (0.35, 3.40, -4.56)
C (-0.47, 2.83, -3.60)
C (-2.41, 0.99, -2.32)
C (-3.55, 1.28, -1.57)
C (-4.82, 1.08, -2.09)
C (-4.97, 0.59, -3.38)
C (-3.85, 0.32, -4.14)
C (-2.58, 0.50, -3.61)
C (-0.77, -0.99, 1.41)
O (-0.65, 0.19, 2.04)
C (-1.78, -1.85, 2.22)
C (-3.01, -2.31, 1.76)
C (-3.88, -2.97, 2.62)
C (-3.55, -3.19, 3.94)
C (-2.33, -2.73, 4.42)
C (-1.46, -2.07, 3.57)
C (0.59, -1.73, 1.37)
C (0.69, -3.12, 1.37)
C (1.93, -3.74, 1.37)
C (3.10, -2.98, 1.36)
C (3.01, -1.60, 1.36)
C (1.77, -0.98, 1.38)
H (0.08, -4.20, -1.21)
H (1.17, -2.82, -0.99)
H (0.88, -3.46, -2.63)
H (-1.99, -3.89, -2.63)
H (-1.22, -2.83, -3.85)
H (-2.60, -2.24, -2.91)
H (-2.28, -0.36, 0.01)
H (0.53, 0.16, -0.68)
H (1.55, 0.31, -2.59)
H (3.00, 1.33, -4.28)
H (2.25, 3.30, -5.57)
H (0.01, 4.26, -5.12)
H (-1.43, 3.27, -3.38)
H (-3.40, 1.71, -0.59)
H (-5.69, 1.31, -1.49)
H (-5.96, 0.44, -3.79)
H (-3.96, -0.05, -5.15)
H (-1.71, 0.28, -4.22)
H (-3.29, -2.17, 0.73)
H (-4.84, -3.31, 2.24)
H (-4.24, -3.70, 4.61)
H (-2.05, -2.89, 5.45)
H (-0.52, -1.68, 3.94)
H (-0.21, -3.72, 1.36)
H (1.99, -4.82, 1.38)
H (4.07, -3.47, 1.35)
H (3.91, -1.00, 1.37)
H (1.66, 0.10, 1.45)
C (5.82, 3.14, 2.34)
C (4.52, 3.36, 3.07)
C (4.48, 3.52, 4.45)
C (3.24, 3.70, 5.07)
C (2.14, 3.73, 4.25)
Br (0.42, 3.96, 5.04)
N (2.14, 3.60, 2.94)
C (3.32, 3.41, 2.37)
H (6.67, 3.16, 3.03)
H (5.97, 3.91, 1.58)
H (5.81, 2.17, 1.84)
H (5.38, 3.49, 5.04)
H (3.15, 3.82, 6.14)
H (3.30, 3.28, 1.29)